Record 1
CH4O4 | the ωB97M-V functional and the def2-TZVPD basis

CARTESIAN COORDINATES (ANGSTROEM)
O: -1.0888 2.3025 0.1022
C: -0.4823 1.3387 -0.1680
O: -0.8255 0.3772 -1.1340
O: 0.6608 0.9358 0.3991
H: -1.7717 0.4346 -1.5574
H: 0.8666 0.0582 -0.0612
O: 1.0210 -1.7851 0.4508
H: 0.1842 -2.1936 0.6842
H: 1.4359 -1.4682 1.2843

Cartesian forces (eV/Å) of the 2 atoms listed first:
O -0.92 1.32 0.30
C 0.34 -2.16 -1.06

Output
frontier orbital gap: 11.445 eV
LUMO energy: 0.32 eV
SMILES: O=C(O)O.O
HOMO: -11.1284 eV
energy relative to the best compared isomer or geometry (same formula, charge and spin): 0.053 eV



Record 2
C3H9NO2 | the ωB97M-V functional and the def2-TZVPD basis

CARTESIAN COORDINATES (ANGSTROEM)
O: 1.5600 -1.8563 -0.0672
C: 0.3755 -1.7492 0.0483
O: -0.5816 -2.4064 -0.6327
H: -0.0208 -1.2943 0.9761
H: -0.1972 -3.2185 -1.0100
C: -1.0421 1.1545 -1.9962
C: 0.2456 1.5423 -1.8339
H: -1.6905 1.9169 -2.4469
H: -1.3593 0.1246 -1.9597
H: 0.9765 0.9089 -1.3504
H: 0.4952 2.6041 -1.8925
N: 0.4757 0.3169 2.9005
H: 1.0829 1.1252 2.9929
H: 0.0761 0.2943 3.8480
H: -0.3960 0.5373 2.4237

Cartesian forces (eV/Å) of the 2 atoms listed first:
O -0.01 -0.08 -0.97
C 0.28 -0.70 2.11

Output
frontier orbital gap: 10.939 eV
LUMO energy: 0.84 eV
SMILES: O=CO.C=C.N
HOMO: -10.0946 eV
energy relative to the best compared isomer or geometry (same formula, charge and spin): 2.245 eV



Record 3
C7H19HgN2 | the ωB97M-V functional and the def2-TZVPD basis

CARTESIAN COORDINATES (ANGSTROEM)
C: 0.7086 -2.7016 -3.6759
Hg: -0.1441 -1.5975 -2.1242
N: -1.6027 2.2607 -1.0850
N: -0.7732 0.9921 -3.4986
H: -0.6117 2.4826 -0.9578
H: -1.6416 -0.4575 -0.4045
H: 0.8574 -3.7306 -3.3166
H: 1.7036 -2.3386 -3.9938
H: -0.0511 -2.6742 -4.4844
H: 0.0639 1.5580 -3.3359
H: -1.5381 1.4914 -3.0412
H: -0.9298 0.9673 -4.5046
H: -2.1124 2.8323 -0.4097
H: -1.7048 1.2967 -0.7760
C: 0.8269 -1.3580 2.9322
C: 0.4806 -0.1023 2.1323
C: -0.6539 0.6440 2.8326
C: 1.6881 0.8347 2.1711
C: 0.0837 -0.4062 0.7420
C: -0.5732 -0.7324 -0.2913
H: 1.0666 -1.0315 3.9536
H: 1.6955 -1.8796 2.5191
H: -0.0045 -2.0684 2.9826
H: -0.3611 0.8057 3.8780
H: -0.8173 1.6207 2.3650
H: -1.5944 0.0823 2.8047
H: 2.5481 0.4122 1.6408
H: 1.4361 1.8003 1.7214
H: 1.9548 0.9973 3.2242

Cartesian forces (eV/Å) of the 2 atoms listed first:
C 0.18 -0.48 -0.98
Hg 1.10 -0.13 0.87

Output
frontier orbital gap: 3.566 eV
LUMO energy: 3.53 eV
net charge: -1
HOMO: -0.0316 eV
energy relative to the best compared isomer or geometry (same formula, charge and spin): 0.847 eV



Record 4
H2P2S4 | the ωB97M-V functional and the def2-TZVPD basis

CARTESIAN COORDINATES (ANGSTROEM)
S: 3.5809 0.6352 -0.6190
P: 1.5013 0.2730 -0.3971
S: 0.3835 1.2468 1.0706
P: -0.9622 -0.4228 1.1927
S: -2.4802 0.0194 -0.2631
S: 0.4190 -1.6485 0.0469
H: 1.0533 0.3140 -1.6375
H: -3.4955 -0.4170 0.6066

Cartesian forces (eV/Å) of the 2 atoms listed first:
S -3.72 -0.74 0.82
P 3.73 -1.15 1.38

Output
frontier orbital gap: 7.964 eV
LUMO energy: -1.09 eV
SMILES: S=[PH]1SP(S)S1
HOMO: -9.0558 eV
energy relative to the best compared isomer or geometry (same formula, charge and spin): 0.736 eV



Record 5
C6H11N | the ωB97M-V functional and the def2-TZVPD basis

CARTESIAN COORDINATES (ANGSTROEM)
C: -1.4282 1.1910 2.5028
C: -0.7139 0.5144 1.6044
C: -0.9893 0.6871 0.1190
C: 0.0773 -0.0711 -0.6431
C: 1.5055 0.4742 -0.5756
C: -0.0766 -1.2548 -1.2193
N: 0.8978 -2.1194 -1.7325
H: -1.3190 0.8867 3.5417
H: -2.0577 1.9864 2.0926
H: 0.0932 -0.1736 1.8148
H: -2.0408 0.4823 -0.1115
H: -0.9076 1.7550 -0.1830
H: 1.6215 1.5055 -0.1901
H: 2.1158 0.0338 0.2372
H: 2.1120 0.3853 -1.4739
H: -1.0889 -1.6595 -1.3739
H: 1.6992 -1.7163 -2.1979
H: 0.4996 -2.9071 -2.2117

Cartesian forces (eV/Å) of the 2 atoms listed first:
C 0.88 -0.78 -0.42
C -0.76 0.84 -0.55

Output
frontier orbital gap: 8.945 eV
LUMO energy: 1.03 eV
SMILES: C=CC/C(C)=C/N
HOMO: -7.9110 eV
energy relative to the best compared isomer or geometry (same formula, charge and spin): 1.719 eV



Record 6
C3H7N3O | the ωB97M-V functional and the def2-TZVPD basis

CARTESIAN COORDINATES (ANGSTROEM)
H: 1.1105 0.6826 2.5525
N: 0.5278 0.2617 1.8401
C: 0.4761 0.9833 0.7818
N: -0.2513 0.6442 -0.3021
C: -0.2651 1.3777 -1.5389
H: 0.9977 1.9396 0.6600
H: -0.8122 -0.1941 -0.2346
H: 0.4817 2.1775 -1.5131
H: -1.2427 1.8369 -1.7172
H: -0.0156 0.7242 -2.3791
N: -0.1145 -2.2781 0.9279
C: 0.2911 -2.8760 -0.0381
O: 0.5541 -3.5177 -0.9890
H: 0.2707 -1.4935 1.5024

Cartesian forces (eV/Å) of the 2 atoms listed first:
H 0.00 0.06 -0.05
N 0.15 0.08 0.00

Output
frontier orbital gap: 10.112 eV
LUMO energy: 0.75 eV
SMILES: [H]/N=C/NC.N=C=O
HOMO: -9.3630 eV
energy relative to the best compared isomer or geometry (same formula, charge and spin): 0.701 eV



Record 7
C3H2BiO4 | the ωB97M-V functional and the def2-TZVPD basis

CARTESIAN COORDINATES (ANGSTROEM)
H: -2.3146 -1.1815 0.4744
C: -2.2801 -0.2717 -0.2300
C: -0.8572 0.1485 0.0922
O: 0.0678 -0.6521 -0.1961
C: 1.4573 -0.2201 -0.0676
O: 1.8795 0.0295 1.0613
O: 2.0514 -0.0972 -1.1323
O: -3.1227 0.5486 -0.3945
Bi: 3.7521 0.4900 0.0868
H: -0.6335 1.2057 0.3058

Cartesian forces (eV/Å) of the 2 atoms listed first:
H -1.28 -0.34 -1.84
C -0.14 -0.92 4.76

Output
frontier orbital gap (spin up / spin down): 3.451 / 3.452 eV
LUMO energy (spin up / spin down): -18.81 / -18.81 eV
net charge: +3
HOMO (spin up / spin down): -22.2653 / -22.2670 eV
energy relative to the best compared isomer or geometry (same formula, charge and spin): 0.000 eV



Q: Which formula does entry 3 have?
A: C7H19HgN2



Q: Which value of energy relative to the best compared isomer or geometry (same formula, charge and spin) does entry 4 give?
A: 0.736 eV



Q: Which of these has the lowest energy relative to the best compared isomer or geometry (same formula, charge and spin)?
A: C3H2BiO4



Q: The highest energy relative to the best compared isomer or geometry (same formula, charge and spin) belongs to which entry?
A: C3H9NO2